# 1
Molecular formula: C5H10N2
Method: DFT, ωB97M-V/def2-TZVPD

Geometry as XYZ:
```
17
Properties=species:S:1:pos:R:3
H -1.1535 -1.3471 -0.0219
H 0.8451 0.9766 -1.3346
H -0.1686 -0.6284 -2.6885
H 0.8557 -1.9197 -1.1616
H -1.2040 1.7876 1.7896
N 1.6382 0.2866 0.5203
H 0.9766 2.3059 0.6554
H -0.7700 0.0930 1.9916
C -0.8336 -1.0898 -1.9675
N -0.1421 -2.0650 -1.1512
H 0.1599 1.3415 2.8548
C 0.6111 1.2864 0.7922
C 0.5086 0.4542 -0.4249
H -1.8127 -1.4637 -2.2587
H 1.4514 -0.5335 1.0929
C -0.3590 1.1065 1.9234
C -0.6030 -0.5911 -0.6113
```

Results
- SMILES string: C[C@H]1N[C@H]1[C@H]1CN1
- Highest occupied orbital energy: -9.212 eV
- Kohn-Sham gap: 10.40 eV
- Energy relative to the best compared isomer or geometry (same formula, charge and spin): 86.4 kcal per mole
- Electronic energy: -305.8862 Eh
- Molar mass: 98.149 g/mol


# 2
Molecular formula: C5H10N2
Method: DFT, ωB97M-V/def2-TZVPD

Geometry as XYZ:
```
17
Properties=species:S:1:pos:R:3
C 0.2286 2.2115 -0.7553
H 0.3678 -0.9670 -2.2605
H -1.4478 0.8092 -1.0699
H 0.7963 -0.8277 2.7803
H 0.7898 -2.1093 -0.9778
C -0.5588 0.9581 -0.4460
H 1.0991 2.3302 -0.1000
H -0.9109 -1.6729 -1.2492
H 0.6530 -2.1585 1.6051
N 0.2709 -0.1912 -0.3227
C 0.1514 -1.2836 2.0247
H -0.7840 -1.5928 2.4979
N -0.8230 0.7870 0.9732
H 0.5864 2.1969 -1.7903
C 0.1156 -1.2895 -1.2452
H -0.4019 3.0989 -0.6364
C -0.1326 -0.2994 0.9723
```

Results
- Highest occupied orbital energy: -8.603 eV
- Kohn-Sham gap: 9.60 eV
- Energy relative to the best compared isomer or geometry (same formula, charge and spin): 31.0 kcal per mole
- Electronic energy: -305.9745 Eh
- Molar mass: 98.149 g/mol


# 3
Molecular formula: C5H10N2
Method: DFT, ωB97M-V/def2-TZVPD

Geometry as XYZ:
```
17
Properties=species:S:1:pos:R:3
C 0.8362 1.4044 -0.3323
C -0.8257 -0.2486 0.3603
C 0.3583 -0.8247 -0.3231
H 0.8757 1.4956 -1.4457
N 1.2135 0.1565 0.1480
C 1.5351 -1.2127 0.1447
H -0.5987 1.8624 1.4245
H 2.1263 -1.9960 -0.6317
N -2.1343 -0.7282 -0.1108
C -0.7123 1.5030 0.1762
H 0.2102 -0.8800 -1.3482
H -2.1105 -1.6354 0.1644
H -2.1687 -0.9642 -1.1165
H 1.4507 2.2549 0.1426
H -1.6154 2.0763 -0.4489
H -0.5802 -0.4218 1.5133
H 1.7065 -1.5177 1.3315
```

Results
- SMILES string: N[C@@H]1CCN2C[C@@H]12
- Highest occupied orbital energy: -8.319 eV
- Kohn-Sham gap: 9.28 eV
- Energy relative to the best compared isomer or geometry (same formula, charge and spin): 165.6 kcal per mole
- Electronic energy: -305.7599 Eh
- Molar mass: 98.149 g/mol